A cluster of 9 separate species, C33H56ClFN2O10 in total. Source: the OMol25 dataset; level of theory: wB97M-V/def2-TZVPD.

Geometry (Å):
O  0.199  -0.254  -1.383
C  -1.004  0.189  -1.754
N  -2.333  -0.548  -1.944
C  -3.161  0.122  -3.023
C  -4.723  0.524  -2.730
C  -5.618  -0.356  -1.625
C  -7.199  0.143  -1.417
C  -7.685  1.449  -2.278
N  -6.888  2.259  -3.261
C  -5.481  1.775  -3.469
C  -2.193  1.296  -3.634
F  -1.118  0.608  -4.388
C  -1.457  1.734  -2.208
O  -2.377  2.071  -1.074
Cl  -0.123  2.987  -2.528
H  -2.817  -0.845  -1.068
H  -3.187  -0.689  -3.875
H  -5.179  -1.274  -1.023
H  -7.933  -0.401  -0.686
H  -8.816  1.792  -2.106
H  -4.829  2.373  -4.271
H  -2.653  2.206  -4.208
H  -2.113  2.975  -0.713
C  0.466  -4.913  1.211
C  0.648  -3.499  1.696
O  0.173  -3.126  2.768
C  1.432  -2.560  0.819
H  -0.119  -5.476  1.945
H  -0.072  -4.913  0.260
H  1.441  -5.394  1.097
H  0.937  -2.456  -0.150
H  2.449  -2.937  0.687
H  1.482  -1.575  1.295
C  -4.934  -1.431  -7.553
C  -4.752  -0.017  -7.068
O  -5.227  0.356  -5.996
C  -3.968  0.922  -7.945
H  -5.519  -1.994  -6.818
H  -5.472  -1.431  -8.504
H  -3.959  -1.912  -7.667
H  -4.463  1.026  -8.913
H  -2.951  0.545  -8.076
H  -3.918  1.907  -7.468
C  -7.203  0.893  3.044
C  -6.007  0.395  2.277
O  -5.990  -0.732  1.784
C  -4.835  1.328  2.137
H  -7.972  0.114  3.064
H  -6.914  1.126  4.072
H  -7.615  1.779  2.555
H  -4.440  1.580  3.124
H  -5.142  2.233  1.607
H  -4.045  0.834  1.560
C  5.592  -0.814  0.708
C  5.357  -1.981  -0.213
O  4.702  -2.957  0.147
C  5.956  -1.908  -1.592
H  5.102  -1.005  1.668
H  6.663  -0.687  0.881
H  5.167  0.094  0.272
H  7.044  -1.830  -1.521
H  5.547  -1.049  -2.130
H  5.706  -2.820  -2.145
C  9.814  -2.155  4.080
C  8.737  -2.019  3.037
O  8.240  -0.925  2.772
C  8.290  -3.271  2.332
H  10.035  -1.170  4.505
H  9.473  -2.814  4.882
H  10.725  -2.551  3.623
H  7.881  -3.980  3.057
H  9.133  -3.717  1.798
H  7.508  -3.021  1.608
C  3.514  5.636  0.817
C  2.437  5.773  -0.226
O  1.940  6.867  -0.491
C  1.990  4.520  -0.931
H  3.735  6.621  1.242
H  3.173  4.978  1.619
H  4.425  5.240  0.360
H  1.581  3.812  -0.206
H  2.833  4.075  -1.465
H  1.208  4.771  -1.655
C  10.797  1.293  3.139
C  11.993  0.794  2.372
O  12.010  -0.333  1.879
C  13.165  1.727  2.232
H  10.028  0.513  3.159
H  11.086  1.526  4.167
H  10.385  2.179  2.649
H  13.560  1.980  3.219
H  12.858  2.633  1.702
H  13.955  1.234  1.655
C  -9.891  -2.514  4.021
C  -10.580  -1.224  3.667
O  -10.106  -0.454  2.833
C  -11.873  -0.912  4.373
H  -8.971  -2.607  3.434
H  -9.631  -2.517  5.082
H  -10.542  -3.360  3.786
H  -11.701  -0.843  5.450
H  -12.612  -1.686  4.154
H  -12.257  0.051  4.018

Values from the calculation:
electronic energy: -2712.607664 hartree
total charge: 0
HOMO energy: -8.523 eV
gap between HOMO and LUMO: 8.530 eV
SMILES: O=C1N[C@@H](c2cccnc2)[C@H](F)[C@]1(O)Cl.CC(C)=O.CC(C)=O.CC(C)=O.CC(C)=O.CC(C)=O.CC(C)=O.CC(C)=O.CC(C)=O

A cluster of 2 separate species, C9H22F3NO5P in total. Source: the OMol25 dataset; level of theory: wB97M-V/def2-TZVPD.

Geometry (Å):
N  1.506  2.661  -0.690
C  1.372  4.094  -1.148
C  2.753  4.826  -1.480
O  3.061  4.775  -2.890
C  3.988  4.342  -0.600
F  3.664  4.005  0.719
F  4.944  5.379  -0.645
F  4.613  3.259  -1.274
H  2.383  2.191  -0.963
H  1.300  2.632  0.321
H  0.737  2.126  -1.149
H  0.772  4.754  -0.437
H  0.781  4.064  -2.132
H  2.602  5.938  -1.242
H  2.621  3.999  -3.288
O  -1.005  -0.466  0.660
P  -1.308  -1.967  0.754
O  -0.144  -2.439  -0.325
C  1.203  -2.496  0.123
C  1.432  -3.648  1.085
O  -2.593  -1.926  -0.297
C  -3.294  -0.709  -0.529
C  -2.682  0.075  -1.680
O  -1.694  -3.630  0.903
C  -2.074  -4.053  2.217
C  -3.251  -3.267  2.763
H  1.487  -1.544  0.584
H  1.829  -2.636  -0.762
H  0.944  -3.453  2.044
H  2.498  -3.785  1.278
H  1.022  -4.579  0.689
H  -3.339  -0.111  0.387
H  -4.326  -0.970  -0.779
H  -1.593  0.111  -1.634
H  -3.070  1.098  -1.695
H  -2.935  -0.394  -2.635
H  -1.215  -3.960  2.887
H  -2.333  -5.112  2.156
H  -3.002  -2.206  2.882
H  -3.549  -3.652  3.741
H  -4.103  -3.325  2.082

Values from the calculation:
electronic energy: -1427.712471 hartree
total charge: +1
HOMO energy: -12.389 eV
gap between HOMO and LUMO: 8.233 eV

A structure of composition C24H37As3N3O2Ru. Source: the OMol25 dataset; level of theory: wB97M-V/def2-TZVPD.

Geometry (Å):
Ru  -0.798  0.019  -1.340
O  -5.134  -3.159  -2.018
C  -5.418  -2.595  -0.901
C  -6.677  -2.934  -0.308
C  -7.034  -2.384  0.889
C  -6.163  -1.489  1.527
C  -4.918  -1.141  0.955
C  -4.521  -1.665  -0.241
C  -3.219  -1.283  -0.853
O  -2.445  -0.471  -0.204
N  -2.968  -1.771  -2.033
N  -1.718  -1.393  -2.533
C  -1.749  -0.410  -3.409
C  -0.462  0.083  -3.972
C  -0.196  0.340  -5.301
C  1.070  0.810  -5.627
C  2.003  1.024  -4.621
C  1.646  0.784  -3.307
N  0.435  0.323  -2.991
H  -4.212  -2.852  -2.321
H  -7.304  -3.631  -0.848
H  -7.981  -2.631  1.349
H  -6.447  -1.052  2.475
H  -4.274  -0.441  1.468
H  -2.692  -0.047  -3.811
H  -0.950  0.165  -6.056
H  1.328  1.008  -6.659
H  2.995  1.387  -4.851
H  2.326  0.964  -2.484
C  1.906  -2.515  -1.187
As  0.788  -1.452  -0.019
C  0.029  -2.801  1.150
C  2.151  -0.551  1.078
C  1.674  0.615  1.963
C  0.427  0.224  2.764
C  1.420  1.886  1.129
As  -0.214  1.995  0.030
C  -1.577  2.616  1.253
C  0.207  3.603  -0.967
C  2.760  0.929  3.021
As  4.564  1.383  2.434
C  5.310  2.772  3.527
C  5.731  -0.140  2.347
H  2.590  -3.134  -0.609
H  2.471  -1.864  -1.853
H  1.261  -3.154  -1.789
H  0.813  -3.237  1.767
H  -0.400  -3.581  0.522
H  -0.751  -2.379  1.777
H  2.916  -0.206  0.374
H  2.606  -1.338  1.688
H  -0.414  -0.008  2.105
H  0.114  1.037  3.421
H  0.615  -0.656  3.381
H  2.252  2.056  0.438
H  1.369  2.762  1.783
H  -1.176  3.402  1.892
H  -1.952  1.796  1.859
H  -2.397  3.022  0.662
H  0.508  4.402  -0.291
H  -0.676  3.918  -1.521
H  1.011  3.398  -1.672
H  2.905  0.069  3.684
H  2.449  1.773  3.642
H  4.670  3.650  3.487
H  6.309  3.008  3.168
H  5.364  2.396  4.552
H  5.344  -0.869  1.640
H  5.777  -0.579  3.347
H  6.724  0.191  2.049

Values from the calculation:
electronic energy: -8052.655807 hartree
total charge: +3
HOMO energy (alpha / beta): -14.884 / -16.350 eV
multiplicity: 5
energy above the lowest of the compared OMol25 structures with the same formula, charge and spin: 1.3 kcal per mole
gap between HOMO and LUMO (alpha / beta): 7.187 / 5.920 eV

A cluster of 11 separate species, C44H55F33O22 in total. Source: the OMol25 dataset; level of theory: wB97M-V/def2-TZVPD.

Geometry (Å):
C  -4.933  -3.374  -1.183
C  -5.721  -3.255  0.092
O  -5.046  -2.909  1.279
C  -4.041  -3.709  1.783
O  -3.624  -4.781  1.328
C  -3.563  -3.191  3.187
F  -3.976  -1.921  3.464
F  -3.930  -4.046  4.122
F  -2.183  -3.147  3.189
H  -5.636  -3.773  -1.914
H  -4.112  -4.085  -1.092
H  -4.552  -2.406  -1.508
H  -6.187  -4.218  0.301
H  -6.508  -2.541  -0.148
C  4.735  -1.717  3.282
C  6.085  -1.871  2.605
O  6.988  -1.582  3.683
C  8.313  -1.827  3.593
O  8.829  -2.334  2.592
C  9.224  -1.452  4.762
F  10.013  -0.444  4.455
F  8.472  -1.009  5.830
F  10.059  -2.540  4.987
H  4.589  -2.532  3.990
H  3.935  -1.555  2.559
H  4.610  -0.830  3.902
H  6.144  -1.081  1.857
H  6.171  -2.859  2.154
C  2.133  0.490  -1.686
C  1.252  -0.618  -1.074
O  0.075  0.043  -0.568
C  -0.925  -0.777  -0.139
O  -0.828  -2.013  -0.134
C  -2.169  -0.039  0.389
F  -3.295  -0.510  -0.219
F  -2.238  -0.128  1.734
F  -2.062  1.271  0.117
H  3.151  0.149  -1.869
H  2.096  1.295  -0.952
H  1.623  0.686  -2.629
H  1.752  -0.952  -0.165
H  1.162  -1.455  -1.766
C  3.603  8.168  -8.055
C  2.505  8.257  -6.986
O  2.428  7.035  -6.353
C  2.136  6.996  -5.015
O  2.016  7.948  -4.237
C  2.320  5.565  -4.398
F  3.408  5.596  -3.597
F  1.279  5.200  -3.662
F  2.470  4.747  -5.422
H  3.475  7.295  -8.694
H  4.566  7.984  -7.578
H  3.694  9.071  -8.658
H  1.497  8.219  -7.400
H  2.553  9.128  -6.333
C  -0.058  5.288  1.221
C  -1.491  4.903  1.605
O  -2.314  5.122  0.517
C  -3.199  6.127  0.661
O  -3.183  7.012  1.561
C  -4.269  6.179  -0.529
F  -5.415  5.662  -0.146
F  -4.478  7.397  -0.913
F  -3.906  5.450  -1.609
H  0.411  4.610  0.508
H  0.624  5.326  2.071
H  -0.065  6.307  0.834
H  -1.705  5.346  2.578
H  -1.444  3.818  1.699
C  -7.784  -3.891  3.482
C  -8.631  -2.613  3.584
O  -8.139  -1.676  2.611
C  -7.357  -0.681  3.110
O  -6.862  -0.680  4.224
C  -7.280  0.548  2.155
F  -5.968  0.934  1.931
F  -7.803  0.336  0.998
F  -8.014  1.626  2.649
H  -7.916  -4.373  2.513
H  -8.259  -4.685  4.058
H  -6.779  -3.721  3.867
H  -8.532  -2.231  4.600
H  -9.681  -2.832  3.393
C  6.587  3.729  1.298
C  5.507  3.140  0.374
O  4.454  2.454  1.050
C  3.297  3.128  1.535
O  2.980  4.313  1.202
C  2.388  2.221  2.416
F  1.188  2.192  1.812
F  2.776  0.946  2.530
F  2.234  2.715  3.653
H  6.640  3.165  2.229
H  6.375  4.765  1.563
H  7.571  3.680  0.832
H  5.890  2.335  -0.253
H  5.124  3.939  -0.260
C  -3.403  -6.548  -2.635
C  -1.948  -6.245  -2.087
O  -1.291  -5.486  -3.077
C  -0.055  -5.024  -2.781
O  0.637  -5.329  -1.791
C  0.464  -4.055  -3.895
F  -0.125  -4.318  -5.085
F  0.170  -2.773  -3.618
F  1.804  -4.200  -4.055
H  -3.858  -5.572  -2.803
H  -3.889  -7.149  -1.866
H  -3.515  -7.141  -3.542
H  -1.448  -7.214  -2.097
H  -2.068  -5.715  -1.143
C  4.610  -4.133  -0.079
C  3.892  -4.543  -1.384
O  4.742  -4.251  -2.431
C  4.574  -3.103  -3.108
O  3.950  -2.107  -2.676
C  5.457  -2.977  -4.327
F  4.635  -2.849  -5.425
F  6.222  -1.964  -4.185
F  6.158  -4.063  -4.434
H  5.520  -4.695  0.127
H  3.887  -4.332  0.712
H  4.801  -3.060  -0.067
H  3.046  -3.859  -1.461
H  3.668  -5.609  -1.419
C  -0.918  0.047  -4.829
C  -1.749  -0.453  -3.686
O  -2.420  0.559  -2.929
C  -3.609  1.094  -3.570
O  -4.074  0.720  -4.560
C  -4.222  2.376  -2.918
F  -4.362  3.412  -3.836
F  -5.425  2.072  -2.470
F  -3.500  2.748  -1.845
H  -1.398  0.498  -5.697
H  -0.436  -0.813  -5.292
H  -0.097  0.622  -4.401
H  -1.068  -1.034  -3.063
H  -2.368  -1.260  -4.081
C  -0.367  0.984  4.518
C  -1.599  0.554  5.402
O  -1.162  -0.278  6.517
C  -0.633  -1.516  6.333
O  -0.604  -2.153  5.241
C  0.021  -2.200  7.617
F  1.235  -2.671  7.381
F  -0.007  -1.385  8.696
F  -0.691  -3.275  7.908
H  -0.724  1.421  3.586
H  0.265  0.136  4.254
H  0.397  1.635  4.945
H  -2.327  0.005  4.805
H  -2.142  1.480  5.591

Values from the calculation:
electronic energy: -6660.445287 hartree
total charge: 0
HOMO energy: -11.047 eV
energy above the lowest of the compared OMol25 structures with the same formula, charge and spin: 155.9 kcal per mole
gap between HOMO and LUMO: 11.081 eV
SMILES: CCOC(=O)C(F)(F)F.CCOC(=O)C(F)(F)F.CCOC(=O)C(F)(F)F.CCOC(=O)C(F)(F)F.CCOC(=O)C(F)(F)F.CCOC(=O)C(F)(F)F.CCOC(=O)C(F)(F)F.CCOC(=O)C(F)(F)F.CCOC(=O)C(F)(F)F.CCOC(=O)C(F)(F)F.CCOC(=O)C(F)(F)F

A structure of composition C8H8N2O2. Source: the OMol25 dataset; level of theory: wB97M-V/def2-TZVPD.

Geometry (Å):
C  -2.264  -1.547  -1.515
C  -0.420  -0.002  -0.536
C  0.705  -0.764  -0.735
C  1.811  -0.532  0.039
C  1.616  0.227  1.205
C  2.827  0.668  2.056
C  0.644  1.223  1.462
C  -0.460  0.918  0.525
H  -1.354  -2.389  -2.064
H  -3.164  -0.992  -2.101
H  -2.683  -2.045  -0.426
H  0.755  -1.729  -1.540
H  2.742  -1.058  -0.268
H  2.551  1.436  2.881
H  0.778  1.743  2.378
H  -1.372  1.623  0.636
N  -1.692  -0.083  -1.256
N  -2.638  0.797  -1.235
O  -2.299  1.977  -0.858
O  3.916  0.528  1.354

Values from the calculation:
electronic energy: -569.348260 hartree
total charge: 0
HOMO energy: -8.855 eV
energy above the lowest of the compared OMol25 structures with the same formula, charge and spin: 185.4 kcal per mole
gap between HOMO and LUMO: 8.412 eV

A cluster of 7 separate species, C12H39O13 in total. Source: the OMol25 dataset; level of theory: wB97M-V/def2-TZVPD.

Geometry (Å):
O  -18.219  26.100  -9.998
H  -18.766  26.507  -10.674
H  -18.394  25.162  -10.105
H  -17.295  26.331  -10.124
C  -18.355  29.807  -6.215
C  -17.489  30.341  -7.463
O  -16.166  29.859  -7.607
O  -17.786  30.381  -5.021
H  -18.245  28.740  -6.406
H  -19.373  30.169  -6.361
H  -17.460  31.428  -7.382
H  -18.040  30.200  -8.393
H  -15.689  30.333  -6.922
H  -16.848  30.177  -5.006
C  -17.804  22.053  -6.436
C  -18.527  22.740  -5.315
O  -18.125  24.057  -5.226
O  -18.291  22.405  -7.760
H  -18.028  20.989  -6.349
H  -16.720  22.090  -6.328
H  -18.494  22.283  -4.326
H  -19.584  22.909  -5.523
H  -18.579  24.515  -4.515
H  -18.131  21.694  -8.385
C  -11.938  23.968  -12.103
C  -12.518  23.784  -10.717
O  -13.354  24.819  -10.209
O  -10.937  24.937  -12.098
H  -12.688  24.277  -12.832
H  -11.554  23.033  -12.510
H  -11.681  23.558  -10.057
H  -13.125  22.882  -10.805
H  -13.132  24.949  -9.284
H  -11.370  25.552  -11.502
C  -13.667  29.048  -13.651
C  -15.078  28.422  -13.891
O  -16.091  28.865  -13.113
O  -13.221  28.873  -12.376
H  -13.693  30.137  -13.681
H  -12.905  28.626  -14.306
H  -14.931  27.348  -13.775
H  -15.288  28.534  -14.955
H  -16.809  28.593  -13.688
H  -13.904  29.333  -11.882
C  -18.790  24.573  -15.596
C  -18.916  23.218  -14.769
O  -18.260  23.397  -13.525
O  -19.347  25.625  -14.848
H  -19.323  24.367  -16.525
H  -17.720  24.711  -15.754
H  -18.340  22.483  -15.331
H  -19.885  22.739  -14.626
H  -18.111  22.501  -13.215
H  -20.166  25.970  -15.210
C  -24.391  26.290  -8.000
C  -23.761  27.309  -8.986
O  -22.918  26.636  -9.895
O  -25.273  25.475  -8.807
H  -25.226  26.735  -7.459
H  -23.728  25.811  -7.281
H  -23.324  27.957  -8.227
H  -24.655  27.786  -9.388
H  -23.428  26.354  -10.658
H  -26.140  25.776  -8.527

Values from the calculation:
electronic energy: -1458.191135 hartree
total charge: +1
HOMO energy: -11.852 eV
energy above the lowest of the compared OMol25 structures with the same formula, charge and spin: 153.1 kcal per mole
gap between HOMO and LUMO: 7.615 eV

A cluster of 2 separate species, CHI2NO in total. Source: the OMol25 dataset; level of theory: wB97M-V/def2-TZVPD.

Geometry (Å):
C  -0.681  -0.235  -0.028
N  -0.372  -1.372  -0.095
O  0.346  -2.306  -0.203
I  -2.345  0.905  0.226
I  2.313  1.436  0.196
H  0.739  1.573  -0.096

Values from the calculation:
electronic energy: -763.956149 hartree
total charge: 0
HOMO energy: -9.673 eV
energy above the lowest of the compared OMol25 structures with the same formula, charge and spin: 54.5 kcal per mole
gap between HOMO and LUMO: 8.677 eV
SMILES: [O-][N+]#CI.I

A cluster of 4 separate species, C2H12N2O3 in total. Source: the OMol25 dataset; level of theory: wB97M-V/def2-TZVPD.

Geometry (Å):
C  -1.201  1.290  -1.508
N  -2.792  -0.717  -0.406
C  -1.460  -0.899  -0.685
N  -0.654  -0.038  -1.252
H  -0.659  1.803  -2.240
H  -1.266  1.851  -0.554
H  -2.247  1.283  -1.855
H  -3.363  -0.075  -0.944
H  -3.279  -1.354  0.185
H  -1.060  -1.900  -0.660
H  2.000  1.493  -0.099
H  0.696  0.557  -0.172
O  1.453  0.895  0.403
H  2.768  -1.988  -0.468
H  2.093  -1.642  -1.746
O  2.601  -2.371  -1.336
H  2.004  1.606  3.684
H  0.871  0.687  4.089
O  1.187  1.601  4.190

Values from the calculation:
electronic energy: -418.569030 hartree
total charge: -1
HOMO energy (alpha / beta): 0.890 / -5.688 eV
multiplicity: 2
energy above the lowest of the compared OMol25 structures with the same formula, charge and spin: 18.3 kcal per mole
gap between HOMO and LUMO (alpha / beta): 2.640 / 9.119 eV